## a
Molecular formula: C2H8N2
Method: DFT, ωB97M-V/def2-TZVPD

Summary:
Gap between HOMO and LUMO, eV: 10.28

ORCA input file:
```
! RIJCOSX wB97M-V def2-TZVPD def2/J DEFGRID3
* xyz 0 1
N 2.02 -0.23 -0.39
C 0.48 -0.53 0.34
C -0.47 0.35 -0.49
N -1.57 0.79 0.37
H 2.64 -0.66 0.30
H 1.23 -1.05 -0.59
H 0.01 -1.40 0.82
H 0.68 0.06 1.22
H -0.82 -0.01 -1.47
H 0.15 1.23 -0.70
H -2.20 1.44 -0.08
H -2.14 0.01 0.68
*
```



## b
Molecular formula: C2H8N2
Method: DFT, ωB97M-V/def2-TZVPD

Summary:
Gap between HOMO and LUMO, eV: 9.84

ORCA input file:
```
! RIJCOSX wB97M-V def2-TZVPD def2/J DEFGRID3
* xyz 0 1
C -2.96 -2.42 -1.87
H -2.65 -3.03 -1.02
H -3.24 -3.17 -2.61
H -2.32 -1.63 -2.23
H -3.92 -1.97 -1.61
N 1.75 2.25 0.58
C 2.17 1.32 1.50
N 2.88 1.82 2.43
H 2.04 3.21 0.55
H 1.29 2.00 -0.30
H 1.68 0.35 1.41
H 3.29 1.28 3.18
*
```



Most stable pick: b. Distance to second place: 0.1171 hartree.



## a
Molecular formula: C6H9F
Method: DFT, ωB97M-V/def2-TZVPD

Summary:
Gap between HOMO and LUMO, eV: 10.84

ORCA input file:
```
! RIJCOSX wB97M-V def2-TZVPD def2/J DEFGRID3
* xyz 0 1
C 1.53 -1.34 -0.12
C 2.29 -0.17 0.28
C 0.78 -0.34 -0.36
C -1.67 -0.77 -0.11
C -0.89 1.51 0.22
C -0.52 0.23 -0.50
F 3.76 0.20 -0.25
H 1.47 -2.43 -0.19
H 2.61 0.03 1.31
H -1.37 -1.36 0.88
H -1.83 -1.60 -0.82
H -2.54 -0.14 0.17
H -0.70 1.43 1.27
H -1.90 1.95 0.04
H -0.29 2.41 -0.17
H -0.71 0.42 -1.64
*
```



## b
Molecular formula: C6H9F
Method: DFT, ωB97M-V/def2-TZVPD

Summary:
Gap between HOMO and LUMO, eV: 11.27

ORCA input file:
```
! RIJCOSX wB97M-V def2-TZVPD def2/J DEFGRID3
* xyz 0 1
C -0.84 0.05 -2.46
C -1.70 -0.71 -1.80
C -0.38 -0.52 -1.20
C 0.06 -0.89 1.30
C 1.10 1.09 0.08
C -0.09 0.18 0.21
F 0.47 -1.69 -1.39
H -0.84 0.89 -3.19
H -2.61 -1.29 -2.01
H 0.75 -1.73 0.87
H -0.73 -1.61 1.75
H 0.55 -0.49 2.21
H 1.86 0.38 -0.43
H 1.46 1.36 1.13
H 1.02 1.95 -0.59
H -0.93 0.80 0.25
*
```



Most stable pick: b. Distance to second place: 0.0316 hartree.



## a
Molecular formula: C6H9F
Method: DFT, ωB97M-V/def2-TZVPD

Summary:
Gap between HOMO and LUMO, eV: 7.70

ORCA input file:
```
! RIJCOSX wB97M-V def2-TZVPD def2/J DEFGRID3
* xyz 0 1
C -1.04 0.89 -1.92
C -1.89 0.82 -2.93
C -0.37 1.66 0.45
C -0.15 -0.45 2.02
C 1.22 -0.15 -0.07
C 0.44 0.51 1.01
F -1.38 2.00 1.18
H -1.60 -0.10 -3.46
H -2.79 1.45 -3.02
H -0.92 0.03 2.64
H 0.34 -0.72 2.99
H -0.56 -1.33 1.56
H 2.05 0.51 -0.54
H 0.52 -0.41 -0.91
H 1.91 -0.94 0.32
H 1.04 1.27 1.59
*
```



## b
Molecular formula: C6H9F
Method: DFT, ωB97M-V/def2-TZVPD

Summary:
Gap between HOMO and LUMO, eV: 10.03

ORCA input file:
```
! RIJCOSX wB97M-V def2-TZVPD def2/J DEFGRID3
* xyz 0 1
C -0.70 -0.19 -0.18
C -0.18 -0.53 0.96
C 0.39 0.41 -0.96
C 1.30 -0.21 1.09
C 1.45 0.91 -0.01
C -2.06 -0.41 -0.62
F -0.77 -1.24 2.07
H 0.72 -0.42 -1.59
H -0.05 1.15 -1.67
H 1.70 0.21 2.06
H 1.83 -1.09 0.95
H 2.46 0.98 -0.34
H 1.21 1.93 0.41
H -2.65 -0.59 0.28
H -2.06 -1.29 -1.28
H -2.57 0.38 -1.19
*
```



## c
Molecular formula: C6H9F
Method: DFT, ωB97M-V/def2-TZVPD

Summary:
Gap between HOMO and LUMO (spin up / spin down), eV: 7.65 / 8.06

ORCA input file:
```
! RIJCOSX wB97M-V def2-TZVPD def2/J DEFGRID3
* xyz 0 1
C 2.09 -0.71 -1.43
C -2.35 -0.78 0.59
C 0.82 -0.27 -1.36
C -1.47 -0.31 -0.32
C 0.56 1.83 1.65
C -0.13 -0.73 -0.43
F 0.28 -1.69 0.43
H 2.78 -0.34 -2.17
H 2.46 -1.46 -0.75
H -3.36 -0.42 0.64
H -2.06 -1.55 1.29
H 0.46 0.48 -2.05
H -1.77 0.46 -1.03
H -0.35 1.77 2.20
H 0.77 2.69 1.05
H 1.27 1.03 1.70
*
```



## d
Molecular formula: C6H9F
Method: DFT, ωB97M-V/def2-TZVPD

Summary:
Gap between HOMO and LUMO, eV: 10.68

ORCA input file:
```
! RIJCOSX wB97M-V def2-TZVPD def2/J DEFGRID3
* xyz 0 1
C -1.71 0.20 -0.02
C -0.52 0.18 -0.03
C -3.11 0.21 0.15
C 1.68 -0.47 -1.35
C 1.56 -0.12 1.24
C 1.05 0.30 -0.19
F 1.24 1.75 -0.35
H -3.61 -0.70 -0.28
H -3.47 0.31 1.26
H -3.59 1.05 -0.35
H 2.31 -1.13 -0.84
H 2.18 0.02 -2.12
H 0.99 -1.09 -1.81
H 2.16 0.71 1.60
H 0.62 -0.24 1.85
H 2.22 -0.97 1.23
*
```



Most stable pick: b. Distance to second place: 0.0590 hartree.



## a
Molecular formula: C22H27N5O2S
Method: DFT, ωB97M-V/def2-TZVPD

Summary:
Gap between HOMO and LUMO, eV: 7.63

ORCA input file:
```
! RIJCOSX wB97M-V def2-TZVPD def2/J DEFGRID3
* xyz 0 1
C -2.64 -1.01 2.86
H -3.64 -0.52 2.72
C -1.90 -0.93 1.36
H -0.82 -1.28 1.64
C -1.77 0.49 0.93
N -1.41 0.12 -0.45
C -2.13 0.54 -1.47
O -2.94 1.30 -1.61
C -1.24 0.35 -3.01
C -0.94 -1.06 -3.16
H -1.27 -1.86 -2.52
C 0.74 -1.33 -3.33
N 1.30 -0.32 -2.09
C 1.56 -1.08 -1.18
N 1.64 -2.25 -0.86
N 1.91 -2.73 0.44
C 2.35 -1.53 1.28
N 2.81 -1.74 2.42
C 2.92 -2.87 2.74
C 2.41 -4.14 2.17
C 2.09 -3.96 0.86
O 1.52 -5.07 0.13
H 2.49 -5.10 2.53
C 3.31 -3.16 4.28
H 3.60 -3.97 4.48
H 4.43 -2.60 4.24
H 2.84 -2.26 5.08
S 2.30 -0.11 0.10
C 1.00 0.87 -2.27
C -0.24 1.32 -3.17
H -0.43 2.32 -3.09
H 0.24 1.32 -4.25
H 1.93 1.42 -2.83
H 0.95 1.44 -1.22
H 0.98 -0.92 -4.16
H 0.85 -2.37 -3.32
H -1.22 -1.41 -4.14
H -2.34 0.48 -3.71
H -0.56 -0.44 -0.69
H -2.93 0.49 0.63
C -1.24 1.41 1.61
C -1.01 2.38 0.75
C 0.42 3.00 0.47
C 0.57 4.20 -0.26
C -0.41 4.82 -0.90
C -1.87 4.63 -0.51
C -2.06 3.45 0.36
H -3.08 3.19 0.64
H -2.58 5.06 -0.97
H -0.37 5.61 -1.50
H 1.60 4.55 -0.73
H 1.30 2.57 0.70
H -0.08 1.15 1.67
H -1.70 1.67 2.54
H -2.51 -1.70 0.90
H -2.78 -2.12 3.21
H -1.95 -0.33 3.62
*
```



## b
Molecular formula: C22H27N5O2S
Method: DFT, ωB97M-V/def2-TZVPD

Summary:
Gap between HOMO and LUMO, eV: 8.38

ORCA input file:
```
! RIJCOSX wB97M-V def2-TZVPD def2/J DEFGRID3
* xyz 0 1
C -2.22 1.63 -3.66
H -3.19 1.35 -3.24
O -1.38 2.22 -2.70
C -1.06 1.50 -1.59
C -1.44 0.19 -1.35
C -1.07 -0.45 -0.18
C -0.31 0.23 0.76
C 0.10 1.54 0.52
C -0.27 2.16 -0.65
H 0.04 3.18 -0.86
H 0.70 2.06 1.25
N 0.03 -0.39 1.98
C 1.28 -0.63 2.49
N 1.19 -1.22 3.65
N -0.11 -1.37 3.93
C -0.81 -0.90 2.93
C -2.29 -0.76 2.90
C -2.62 0.68 3.12
C -2.97 1.64 2.20
C -3.11 2.86 2.90
C -2.82 2.59 4.21
N -2.52 1.28 4.34
C -2.20 0.61 5.57
H -1.97 1.35 6.33
H -3.04 0.00 5.92
H -1.34 -0.04 5.44
H -2.81 3.25 5.06
H -3.38 3.81 2.48
H -3.12 1.49 1.15
H -2.70 -1.39 3.69
H -2.68 -1.08 1.94
S 2.76 -0.24 1.66
C 3.09 -1.92 0.99
H 2.90 -2.63 1.79
H 4.14 -1.93 0.69
C 2.14 -2.12 -0.17
O 1.08 -2.70 -0.05
N 2.56 -1.55 -1.31
H 3.44 -1.06 -1.32
C 1.80 -1.54 -2.54
H 0.84 -1.98 -2.29
C 1.68 -0.11 -3.10
H 2.04 0.60 -2.36
C 2.53 -0.07 -4.39
C 3.43 -1.30 -4.30
H 4.30 -1.09 -3.68
C 2.54 -2.34 -3.63
H 1.81 -2.72 -4.35
H 3.09 -3.18 -3.22
H 3.79 -1.62 -5.28
H 1.88 -0.15 -5.26
H 3.09 0.85 -4.47
H 0.64 0.14 -3.31
H -1.34 -1.48 -0.01
H -2.04 -0.36 -2.07
H -2.36 2.39 -4.43
H -1.76 0.75 -4.12
*
```



Most stable pick: b. Distance to second place: 0.8130 hartree.



## a
Molecular formula: C3H6N2O2S
Method: DFT, ωB97M-V/def2-TZVPD

Summary:
Gap between HOMO and LUMO, eV: 8.83

ORCA input file:
```
! RIJCOSX wB97M-V def2-TZVPD def2/J DEFGRID3
* xyz 0 1
C 0.02 -1.51 0.32
C 0.67 0.48 -1.01
C -0.66 1.78 1.75
H -0.98 -1.76 0.77
H 0.45 -0.99 1.18
H 0.59 -2.50 0.04
H -0.10 -0.74 -2.68
H -1.55 2.11 2.37
H 0.64 1.62 2.28
N 0.00 -0.64 -0.93
N -0.82 1.48 0.42
O 0.04 -1.58 -2.02
O 0.54 1.27 0.05
S 1.16 0.98 -2.53
*
```



## b
Molecular formula: C3H6N2O2S
Method: DFT, ωB97M-V/def2-TZVPD

Summary:
Gap between HOMO and LUMO, eV: 7.86

ORCA input file:
```
! RIJCOSX wB97M-V def2-TZVPD def2/J DEFGRID3
* xyz 0 1
C -0.42 2.64 -0.16
C 0.13 -0.68 -0.06
C 1.15 -1.44 0.28
H 0.24 2.82 -0.98
H -0.24 2.95 0.77
H -1.37 2.98 -0.63
H -1.82 -0.64 -0.65
H -1.43 -2.34 -0.04
H 1.59 -3.09 0.73
N 0.53 0.59 0.02
N -1.05 -1.17 -0.29
O -0.68 1.23 -0.33
O 0.72 -2.77 0.52
S 2.66 -1.09 0.82
*
```



## c
Molecular formula: C3H6N2O2S
Method: DFT, ωB97M-V/def2-TZVPD

Summary:
Gap between HOMO and LUMO (spin up / spin down), eV: 8.87 / 8.87

ORCA input file:
```
! RIJCOSX wB97M-V def2-TZVPD def2/J DEFGRID3
* xyz 0 1
C -2.35 1.59 -0.15
C 2.38 -0.14 0.58
C 1.04 -0.55 -0.09
N -2.72 0.61 -0.95
N -1.96 2.26 0.68
O -1.87 -0.70 -0.82
O -0.01 -0.69 0.84
S -1.42 -1.35 0.43
H 2.45 0.85 0.80
H 2.53 -0.65 1.55
H 3.25 -0.46 -0.11
H 1.33 -1.61 -0.46
H 0.84 0.29 -0.78
H -3.50 0.55 -1.53
*
```



Most stable pick: b. Distance to second place: 0.0158 hartree.